[1]
Density functional theory data (the ωB97M-V functional and the def2-TZVPD basis) for a molecular structure, C7H11Cl2N2 in a non-equilibrium geometry.

The geometry in XYZ format:
```
22
Properties=species:S:1:pos:R:3:forces:R:3:lowdin_charge:R:1
C 0.8669 -1.4472 1.2856 0.23 -1.03 2.33 -0.1595
C 0.4629 -2.1148 0.0749 1.51 -2.54 -0.77 -0.2047
C 1.0172 -0.1254 1.3461 0.04 -1.09 -3.12 -0.0549
C 0.0666 -1.4472 -1.0395 1.41 1.72 1.81 -0.0642
C 0.9373 0.6624 0.0414 2.70 -1.84 0.52 -0.3310
C -0.0611 -0.0138 -0.8223 -2.01 -2.14 0.61 -0.2837
C -1.6906 -0.1545 0.7381 1.88 0.02 -0.61 -0.9644
N 0.6030 2.0416 0.0428 1.56 4.07 0.08 0.0884
N -0.5935 0.9623 -1.7483 1.75 -0.79 -0.59 0.1371
Cl -1.8213 -1.8324 1.0681 -1.62 0.77 0.37 0.7915
Cl -3.0792 0.6368 0.0412 0.54 -0.19 0.43 0.6595
H 0.9776 -2.1261 2.2493 -0.09 1.69 -2.15 0.1719
H 0.6718 -3.2408 0.1563 -0.76 1.74 -0.79 0.1527
H 1.3664 0.2918 2.1899 1.12 1.75 2.87 0.0849
H -0.1776 -1.9071 -1.9362 -0.64 -0.81 -1.43 0.1033
H 1.9425 0.6063 -0.5148 -0.98 -0.12 0.84 0.1996
H -1.0465 0.3261 1.5162 -1.82 -0.03 -0.52 0.0471
H 0.1795 2.4829 0.8528 -0.60 -0.69 0.16 0.1446
H 1.3747 2.7617 -0.1600 -1.05 -1.94 0.19 0.1876
H -0.3700 0.8850 -2.7515 -0.07 -0.11 0.65 0.1770
H -0.0675 1.8140 -1.0561 -0.90 1.13 -0.54 0.0984
H -1.5591 0.9386 -1.5743 -2.19 0.45 -0.34 0.0188
```
Positions in Å, forces in eV/Å.

Its energy above the lowest of the compared OMol25 structures with the same formula, charge and spin is 3.197 eV. For the strongest force on any atom, the calculation gives 0.085 hartree/bohr. The net charge is +1. The HOMO-LUMO gap is 8.33 eV.

***

[2]
Density functional theory data (the ωB97M-V functional and the def2-TZVPD basis) for a molecular structure, C7H11Cl2N3O5SY in a non-equilibrium geometry.

The geometry in XYZ format:
```
30
Properties=species:S:1:pos:R:3:forces:R:3:lowdin_charge:R:1
Y 1.0421 1.7293 -0.6324 -1.11 0.78 -0.63 0.9474
S -1.5092 2.4468 -0.9197 -0.27 0.50 -0.10 0.6438
C -2.4015 0.9946 -0.8481 0.22 -0.11 -0.11 -0.6918
N -3.7379 1.1167 -0.6576 0.26 0.02 -0.01 0.0652
C -4.5801 0.0697 -0.6101 -0.21 -0.59 0.02 -0.0347
C -4.1007 -1.2032 -0.7573 0.12 0.14 -0.02 -0.0234
C -2.7216 -1.3858 -0.9600 -0.15 0.22 0.07 -0.0058
C -1.8781 -0.3037 -1.0045 -0.18 0.16 0.01 -0.0649
H -4.1011 2.0616 -0.5554 0.08 -0.17 -0.01 0.1581
H -5.6247 0.2916 -0.4468 0.02 0.05 -0.03 0.1433
H -4.7667 -2.0487 -0.7294 -0.12 0.00 0.03 0.1201
H -2.3233 -2.3809 -1.0844 0.02 -0.10 -0.03 0.1274
H -0.8144 -0.4307 -1.1903 -0.30 -0.05 0.03 0.0751
O 3.5396 -0.3936 -2.9338 0.94 -0.61 -1.01 -0.1734
Cl 2.6944 0.2512 -2.0609 0.27 -1.02 -0.20 0.6512
O 2.3689 1.6079 -2.4628 0.33 1.12 -0.93 -0.3867
O 1.3977 -0.3872 -1.9365 -0.97 -0.47 -0.06 -0.3719
O 3.1935 0.3419 -0.7204 0.56 0.21 0.82 -0.3338
Cl 2.3439 3.3365 0.5307 0.51 1.16 0.45 0.0830
C 2.0030 -2.0200 1.0572 -0.08 -0.22 -0.25 -0.0358
N 2.2268 -0.9478 2.0040 0.14 0.21 0.08 0.0593
C 1.6886 0.2655 1.9011 -0.10 -0.36 0.91 -0.5620
N 1.9994 1.2079 2.8024 -0.06 0.09 -0.01 0.1886
O 0.8007 0.5062 1.0145 0.15 -0.64 0.99 -0.1900
H 1.7141 -2.9231 1.5942 -0.02 0.02 -0.07 0.0970
H 2.9129 -2.2108 0.4846 -0.11 0.00 0.02 0.0975
H 1.2092 -1.7310 0.3691 0.13 -0.09 0.13 0.0731
H 2.9282 -1.1155 2.7100 -0.09 0.19 -0.02 0.1610
H 2.7607 1.0876 3.4518 -0.05 -0.07 -0.10 0.1302
H 1.7355 2.1670 2.5907 0.08 -0.37 0.04 0.0527
```
Positions in Å, forces in eV/Å.

For the strongest force on any atom, the calculation gives 0.029 hartree/bohr. The net charge is +1. The HOMO-LUMO gap is 8.63 eV.

***

[3]
Density functional theory data (the ωB97M-V functional and the def2-TZVPD basis) for C7H11ClF2O in the gas phase in a non-equilibrium geometry.

The geometry in XYZ format:
```
22
Properties=species:S:1:pos:R:3:forces:R:3:lowdin_charge:R:1
C -1.9156 -0.2773 -0.2335 3.51 1.65 1.90 -0.5641
C -2.8120 0.5398 0.2856 -1.33 0.65 -0.75 -0.3915
C -0.1663 -1.7650 1.8821 -0.21 -1.83 2.38 -0.1037
C -0.0734 2.0339 -1.3758 -0.23 -3.76 1.75 -0.0599
C 0.4179 -1.2714 0.5860 -1.67 0.78 0.01 -0.2313
C 0.3409 0.5144 -1.2302 -0.44 0.63 -2.14 -0.1553
C -0.2503 -0.0064 0.0644 -2.81 -0.38 0.50 -0.4862
O -0.1525 0.9039 1.1857 0.22 0.96 -1.83 -0.0341
F -4.1326 0.3816 0.1464 0.41 -0.29 0.18 0.1041
F -2.6235 1.7556 0.7989 0.30 -0.66 -0.05 0.1219
Cl -2.2763 -1.7462 -0.9290 -0.59 -1.05 -0.68 0.7955
H -0.6894 -2.7935 1.8900 1.03 1.42 -0.47 0.0925
H -0.9688 -1.0806 2.1857 0.42 -0.09 0.33 0.0633
H 0.6496 -1.8296 2.7376 -1.76 0.26 -1.72 0.1139
H 0.6044 2.5868 -0.8157 0.67 1.25 2.03 0.0565
H 0.2369 2.3508 -2.2799 -0.17 1.00 -3.65 0.0386
H -1.1178 2.0382 -1.0851 -0.05 1.02 -0.46 0.0770
H 1.3059 -0.7917 0.8182 2.48 0.10 0.24 0.0918
H 0.5023 -1.9813 -0.1911 0.32 -0.88 -0.73 0.0959
H -0.1290 -0.0454 -2.1550 0.93 0.77 1.94 0.1470
H 1.4559 0.4390 -1.3377 -0.94 -0.24 0.46 0.1298
H -0.1675 1.8254 0.8106 -0.07 -1.32 0.74 0.0981
```
Positions in Å, forces in eV/Å.

Its energy above the lowest of the compared OMol25 structures with the same formula, charge and spin is 0.000 eV. For the strongest force on any atom, the calculation gives 0.084 hartree/bohr. The net charge is 0. The HOMO-LUMO gap is 10.20 eV.